2 unconnected molecules or ions with the total composition C4H10O2 at a distorted geometry. Source: the Open Molecules 2025 dataset; level of theory: ωB97M-V with the def2-TZVPD basis set.

```
16
Properties=species:S:1:pos:R:3:lowdin_charge:R:1
C -0.401 0.085 0.147 -0.21
H -1.262 -1.342 -1.362 0.05
H 0.467 -0.951 -1.653 0.08
H -0.845 0.249 -1.944 0.10
H -0.483 1.178 0.150 0.14
H 2.410 0.923 0.061 0.14
H 2.752 -0.098 1.479 0.12
C -0.501 -0.578 -1.304 -0.06
H -1.288 -0.330 0.613 0.13
H 0.653 -1.289 1.309 0.14
C 1.970 0.422 0.925 -0.22
O 1.558 1.526 1.734 -0.04
H -3.813 -0.077 -1.771 -0.10
C 0.784 -0.426 0.669 0.04
H 0.974 1.170 2.421 0.10
O -2.976 -0.460 -1.474 -0.42
```

Computed properties:
**HOMO level**: -0.2592 Ha
**Orbital gap**: 4.163 eV



3 unconnected molecules or ions with the total composition C4H10O2. Source: the Open Molecules 2025 dataset; level of theory: ωB97M-V with the def2-TZVPD basis set.

```
16
Properties=species:S:1:pos:R:3:lowdin_charge:R:1
H -2.952 0.248 0.773 0.09
H 0.032 -0.823 -1.813 0.05
O 1.866 -1.903 -0.448 -0.03
C -0.627 -0.095 -1.351 0.02
C -1.043 -0.220 -0.086 -0.51
H 1.320 2.018 0.778 0.06
H -0.962 0.739 -1.956 0.06
H -2.152 1.618 -0.028 0.08
H 0.909 1.610 0.308 0.03
O -0.666 -1.225 0.750 0.01
C 2.435 -0.959 0.051 -0.12
C -1.986 0.732 0.589 -0.05
H -1.583 1.043 1.558 0.08
H -0.002 -1.776 0.297 0.07
H 2.046 -0.460 0.955 0.07
H 3.367 -0.548 -0.377 0.09
```

Computed properties:
**HOMO level**: -0.3207 Ha
**Orbital gap**: 9.194 eV



A molecular structure, C4H10O2 at a distorted geometry. Source: the Open Molecules 2025 dataset; level of theory: ωB97M-V with the def2-TZVPD basis set.

```
16
Properties=species:S:1:pos:R:3:lowdin_charge:R:1
H 1.576 0.492 -1.118 0.11
H -0.850 0.396 0.733 0.14
H 1.143 -1.797 1.171 0.10
H 0.851 -0.238 2.085 0.12
C 0.730 0.912 -0.563 -0.19
H 1.156 1.598 0.193 0.11
H -1.112 -1.736 0.238 0.06
H -0.938 2.265 -0.978 0.08
C -0.115 -0.185 0.142 -0.49
C 0.496 -0.941 1.294 0.07
O -0.737 -1.155 -0.630 -0.10
H -0.649 1.032 -2.215 0.07
O -0.989 -1.922 1.590 -0.14
H -0.828 -2.890 1.675 0.09
H 0.422 2.450 -2.097 0.07
C -0.157 1.718 -1.521 -0.11
```

Computed properties:
**HOMO level**: -0.3444 Ha
**Orbital gap**: 9.945 eV



C4H10O2 in the gas phase at a distorted geometry. Source: the Open Molecules 2025 dataset; level of theory: ωB97M-V with the def2-TZVPD basis set.

```
16
Properties=species:S:1:pos:R:3:lowdin_charge:R:1
O -0.724 1.841 -1.879 -0.06
H -1.130 1.724 -2.752 0.10
H -1.814 0.291 -1.016 0.13
H 0.981 -1.167 2.454 0.08
H -0.285 -0.183 -1.818 0.13
H 1.622 -0.347 1.005 0.06
H 0.635 1.884 -0.093 0.13
H -0.698 1.064 0.963 0.15
C -0.145 0.535 0.172 -0.39
H -1.142 -1.187 1.198 0.10
H -0.263 -1.696 -0.279 0.10
H 1.708 -2.094 1.078 0.07
C -0.212 -1.066 0.623 -0.17
O 1.165 1.062 0.186 -0.07
C -0.779 0.588 -1.212 -0.24
C 1.082 -1.249 1.369 -0.11
```

Computed properties:
**HOMO level**: -0.3806 Ha
**Orbital gap**: 11.094 eV



C4H10O2 in the gas phase at a distorted geometry. Source: the Open Molecules 2025 dataset; level of theory: ωB97M-V with the def2-TZVPD basis set.

```
16
Properties=species:S:1:pos:R:3:lowdin_charge:R:1
H -0.811 -2.091 0.638 0.09
H -0.872 1.781 -0.124 0.07
H -0.010 -0.227 -1.713 0.14
C -1.792 0.211 -0.504 -0.25
H 0.456 -2.425 -0.632 0.08
H 0.634 -1.056 0.554 0.07
H 2.578 1.196 0.650 0.09
H 2.331 0.045 -0.665 0.08
H -2.176 -0.121 0.477 0.13
H -2.507 -0.155 -1.260 0.14
C 1.880 0.921 -0.172 -0.13
O -1.694 1.599 -0.619 -0.06
H 1.876 1.761 -0.874 0.08
C -0.400 -0.360 -0.699 -0.21
C -0.053 -1.665 -0.038 -0.05
O 0.549 0.641 0.283 -0.28
```

Computed properties:
**HOMO level**: -0.3650 Ha
**Orbital gap**: 10.988 eV



C4H10O2 in the gas phase at a distorted geometry. Source: the Open Molecules 2025 dataset; level of theory: ωB97M-V with the def2-TZVPD basis set.

```
16
Properties=species:S:1:pos:R:3:lowdin_charge:R:1
H -2.126 -1.102 0.389 0.09
H 1.020 1.584 -0.382 0.10
C -1.670 -0.656 -0.506 -0.03
C -0.660 0.423 -0.170 -0.45
H 0.369 -0.198 1.646 0.16
H -1.200 -1.451 -1.088 0.08
O -1.295 1.459 0.519 -0.03
H 2.411 -1.081 0.563 0.08
C 1.519 -0.923 -0.048 -0.04
H -2.480 -0.208 -1.089 0.08
O 1.227 1.383 0.582 -0.08
H -0.113 0.890 -1.135 0.17
C 0.608 0.088 0.611 -0.41
H 1.017 -1.883 -0.201 0.08
H -0.525 1.952 0.867 0.09
H 1.843 -0.532 -1.020 0.09
```

Computed properties:
**HOMO level**: -0.3714 Ha
**Orbital gap**: 11.110 eV



2 unconnected molecules or ions with the total composition C4H10O2. Source: the Open Molecules 2025 dataset; level of theory: ωB97M-V with the def2-TZVPD basis set.

```
16
Properties=species:S:1:pos:R:3:lowdin_charge:R:1
C -1.858 0.656 -0.060 -0.24
H 2.278 1.867 0.660 0.07
O -2.554 1.649 -0.811 -0.07
H -0.124 0.022 -1.395 0.13
C 1.743 1.171 0.034 -0.05
H 0.043 -2.224 1.153 0.03
H 1.380 -1.146 0.646 -0.01
H -2.410 -0.272 -0.233 0.12
H 0.647 -2.294 -0.521 0.02
H 1.664 -2.893 0.815 0.02
H 2.168 0.642 -0.812 0.08
O 0.454 1.144 0.212 -0.10
H -2.017 2.450 -0.763 0.08
H -1.900 0.872 1.018 0.12
C -0.444 0.492 -0.467 -0.16
C 0.931 -2.138 0.523 -0.05
```

Computed properties:
**HOMO level (alpha / beta)**: -0.2818 / -0.2774 Ha
**Orbital gap (alpha / beta)**: 8.214 / 8.119 eV



C4H10O2 in the gas phase. Source: the Open Molecules 2025 dataset; level of theory: ωB97M-V with the def2-TZVPD basis set.

```
16
Properties=species:S:1:pos:R:3:lowdin_charge:R:1
H -0.422 2.053 -0.336 0.09
C 2.106 -0.590 -0.012 -0.11
H -2.214 -0.642 0.533 0.13
H -1.531 -0.433 -1.097 0.13
C 0.653 -0.909 0.339 -0.20
C -0.250 0.333 0.429 -0.39
C -1.653 0.042 -0.115 -0.21
O -2.380 1.263 -0.243 -0.07
H 0.610 -1.450 1.293 0.11
O 0.280 1.385 -0.355 -0.05
H 2.147 0.012 -0.922 0.07
H -0.306 0.664 1.480 0.15
H -2.570 1.404 -1.176 0.09
H 0.254 -1.597 -0.419 0.11
H 2.604 -0.023 0.781 0.08
H 2.670 -1.513 -0.179 0.07
```

Computed properties:
**HOMO level**: -0.3697 Ha
**Orbital gap**: 10.855 eV



2 unconnected molecules or ions with the total composition C4H10O2 at a distorted geometry. Source: the Open Molecules 2025 dataset; level of theory: ωB97M-V with the def2-TZVPD basis set.

```
16
Properties=species:S:1:pos:R:3:lowdin_charge:R:1
O 1.207 1.804 0.476 -0.05
C 2.000 0.623 0.306 -0.26
C -0.485 -1.865 -1.438 -0.12
H 2.361 0.215 1.253 0.11
H -0.740 -1.872 -2.481 0.05
O -3.224 0.532 1.292 -0.08
H 2.817 0.686 -0.327 0.09
C 1.222 -0.608 -0.049 -0.11
H -4.085 0.635 1.672 0.01
H 0.117 -2.853 -1.225 0.11
H 1.224 -1.442 0.630 0.10
H -2.574 0.373 2.035 0.07
H -1.461 -1.989 -0.914 0.07
H 0.700 1.988 -0.306 0.06
H -0.222 0.317 -1.391 0.11
C 0.262 -0.607 -1.000 -0.15
```

Computed properties:
**HOMO level**: -0.3363 Ha
**Orbital gap**: 9.971 eV



C4H10O2 in the gas phase at a distorted geometry. Source: the Open Molecules 2025 dataset; level of theory: ωB97M-V with the def2-TZVPD basis set.

```
16
Properties=species:S:1:pos:R:3:lowdin_charge:R:1
H -2.561 -0.258 1.854 0.12
C 2.014 -0.177 -1.469 -0.07
C -1.498 -0.392 1.664 -0.23
H 0.100 0.256 2.566 0.09
H 2.331 0.073 -2.483 0.07
O 0.211 -0.131 0.069 -0.18
C -1.149 0.160 0.261 -0.22
H 2.755 0.298 -0.788 0.08
H 0.507 1.385 -1.300 0.12
H -1.691 -0.225 -0.642 0.13
H 2.121 -1.256 -1.318 0.07
C 0.553 0.278 -1.232 -0.28
H -0.289 -0.086 -1.890 0.12
H -1.251 -1.462 1.702 0.12
O -0.852 0.277 2.741 -0.06
H -1.300 1.258 0.266 0.13
```

Computed properties:
**HOMO level**: -0.3693 Ha
**Orbital gap**: 11.091 eV



C4H10O2 in the gas phase. Source: the Open Molecules 2025 dataset; level of theory: ωB97M-V with the def2-TZVPD basis set.

```
16
Properties=species:S:1:pos:R:3:lowdin_charge:R:1
O 2.131 -0.751 0.289 -0.09
H -2.523 -0.151 -0.427 0.09
H 0.447 -1.719 0.531 0.07
H -0.108 0.412 1.358 0.14
H -2.184 1.361 0.458 0.08
H -0.065 1.399 -1.008 0.12
O -0.493 -1.496 0.637 -0.04
C 0.164 0.348 -0.787 -0.14
C 1.698 0.180 -0.706 -0.23
H 2.091 -0.209 -1.648 0.12
H -0.246 -0.251 -1.609 0.12
C -2.043 0.274 0.461 -0.05
C -0.569 -0.092 0.485 -0.48
H 2.055 -0.313 1.147 0.09
H -2.534 -0.143 1.346 0.08
H 2.180 1.150 -0.526 0.11
```

Computed properties:
**HOMO level**: -0.3709 Ha
**Orbital gap**: 10.904 eV



2 unconnected molecules or ions with the total composition C4H10O2 at a distorted geometry. Source: the Open Molecules 2025 dataset; level of theory: ωB97M-V with the def2-TZVPD basis set.

```
16
Properties=species:S:1:pos:R:3:lowdin_charge:R:1
H 1.823 -2.036 -2.038 0.07
C -1.897 -0.082 -0.893 -0.09
C -0.180 0.395 0.935 -0.42
H 1.720 -0.251 1.205 0.09
H -1.863 0.383 -1.893 0.08
O -1.258 0.412 1.794 0.01
O 1.499 -1.189 -2.428 -0.07
H -2.401 0.579 -0.157 0.07
H 2.084 -0.586 -1.982 0.02
H -2.454 -0.987 -0.851 0.05
H 0.340 -0.545 -0.859 0.05
H 1.684 1.376 0.904 0.11
C 1.121 0.605 1.560 -0.05
C -0.473 -0.029 -0.358 -0.11
H -0.972 1.077 2.455 0.11
H 1.227 0.878 2.605 0.08
```

Computed properties:
**HOMO level**: -0.2897 Ha
**Orbital gap**: 8.502 eV



C4H10O2 in the gas phase. Source: the Open Molecules 2025 dataset; level of theory: ωB97M-V with the def2-TZVPD basis set.

```
16
Properties=species:S:1:pos:R:3:lowdin_charge:R:1
H -1.404 -0.853 -1.429 0.09
C -0.682 1.392 0.090 -0.03
H 2.881 -0.227 0.312 0.10
H -0.926 1.653 -0.946 0.09
C -1.290 -1.004 -0.349 -0.03
C -0.230 -0.066 0.209 -0.63
H -1.017 -2.049 -0.168 0.09
H -1.574 1.539 0.707 0.09
O 2.125 0.363 0.229 -0.06
H 1.291 -1.389 -0.531 0.13
H 0.832 0.014 1.778 0.09
O -0.025 -0.394 1.574 -0.02
C 1.105 -0.307 -0.507 -0.20
H -2.258 -0.815 0.125 0.09
H 1.074 0.070 -1.538 0.13
H 0.099 2.073 0.445 0.09
```

Computed properties:
**HOMO level**: -0.3696 Ha
**Orbital gap**: 10.805 eV



2 unconnected molecules or ions with the total composition C4H10O2. Source: the Open Molecules 2025 dataset; level of theory: ωB97M-V with the def2-TZVPD basis set.

```
16
Properties=species:S:1:pos:R:3:lowdin_charge:R:1
C 1.270 -0.811 -0.041 -0.04
C -1.032 0.231 0.109 -0.39
H -1.409 -1.555 -1.033 0.09
O -1.368 1.376 -0.126 0.08
H -2.040 -1.598 0.615 0.09
H 0.067 -0.601 1.733 0.15
H 0.228 1.890 0.882 0.07
H 2.226 -0.884 0.485 0.09
H 0.909 -1.825 -0.243 0.08
O 0.863 1.215 1.187 -0.06
H 1.628 2.092 -0.910 0.03
C 0.295 -0.014 0.827 -0.40
H -2.856 -0.597 -0.623 0.09
H 1.664 2.332 -1.614 0.05
H 1.446 -0.297 -0.991 0.07
C -1.891 -0.952 -0.257 0.00
```

Computed properties:
**HOMO level**: -0.3763 Ha
**Orbital gap**: 11.087 eV



A gas-phase ion, C4H10O2P (charge -1) at a distorted geometry. Source: the Open Molecules 2025 dataset; level of theory: ωB97M-V with the def2-TZVPD basis set.

```
17
Properties=species:S:1:pos:R:3:lowdin_charge:R:1
C 2.113 1.113 -0.947 -0.61
H -1.654 0.726 -1.082 0.05
H -3.520 -0.302 0.094 0.00
P 0.100 0.121 0.654 0.83
H 0.352 -2.126 0.381 -0.06
O 3.354 0.466 -0.724 -0.10
H -2.845 1.038 1.083 0.07
H 2.102 1.955 -0.115 0.10
C -2.655 -0.028 0.625 -0.27
H -2.515 -0.784 1.537 0.08
C -1.457 -0.038 -0.325 -0.48
H 1.363 -1.479 1.804 -0.07
H -1.500 -0.897 -0.986 0.06
C 0.394 -1.467 1.245 -0.46
H 3.050 -0.346 -0.290 0.06
H 2.246 1.679 -1.978 0.12
O 1.073 0.369 -0.976 -0.34
```

Computed properties:
**HOMO level (alpha / beta)**: 0.0182 / -0.1131 Ha
**Orbital gap (alpha / beta)**: 3.689 / 5.133 eV
**<S²>**: 2.00
**Multiplicity**: 3
**Charge**: -1



It is found that the DFT total energy values, taken in the order of the records, are -8398.489, -8402.994, -8402.749, -8403.193, -8402.879, -8404.392, -8401.239, -8404.767, -8403.229, -8404.184, -8404.823, -8403.330, -8405.081, -8404.225, -17688.296 eV.
It is found that the relative energy (zero: lowest compared OMol25 entry of this formula, charge and spin) values, taken in the order of the records, are 7.058, 2.553, 2.799, 2.354, 2.668, 1.155, 4.308, 0.780, 2.318, 1.363, 0.724, 2.217, 0.466, 1.322, 4.154 eV.